# 1
Below is a structure of composition C32H23ClF3N2O10PSTa, with properties calculated with wB97M-V/def2-TZVPD.

```
74
C32H23ClF3N2O10PSTa (wB97M-V/def2-TZVPD)
Ta -0.2243 -0.0346 0.1327
Cl -2.9453 -0.2268 0.1083
S 2.1377 1.2353 0.7519
P 1.8411 -1.4623 -1.4362
F -2.5604 2.0821 -3.1019
F -1.5969 1.2410 -4.8380
F -2.4208 -0.0742 -3.3439
O 0.5164 -0.1358 4.1632
O -2.2825 -0.4013 1.3934
O 0.2511 -0.2644 1.9356
O -2.4039 -1.2256 -0.7574
O -2.2006 4.4847 -0.3010
O 0.4580 1.7973 -3.2604
O -4.3386 -0.2787 0.2279
O -0.4684 3.1223 -0.6798
O -0.3232 0.4104 -1.6834
O -2.4833 1.0577 -0.3684
N 4.5855 1.6467 -0.0435
N -0.7924 1.9938 1.7487
C 1.0958 -4.1676 -0.7977
C 4.0843 2.3200 -2.6087
C 5.6250 1.9792 -0.8351
C 5.5544 -3.0870 -2.1892
C 5.4059 2.3185 -2.1372
C 3.0387 1.9874 -1.7794
C 3.5462 -2.1008 -1.3147
C 5.3183 -2.7561 0.1802
C -1.9229 3.4234 3.7962
C -2.0254 3.8781 2.4880
C 0.3126 -5.0243 -0.0437
C -1.4176 3.1424 1.4840
C -0.6858 1.5698 2.9989
C 4.0665 -2.2005 -0.0224
C 0.0931 0.2816 3.1289
C 6.0628 -3.2019 -0.9046
C 4.2973 -2.5362 -2.4011
C -1.3273 3.5623 0.0464
C 0.7102 -1.3075 -5.8846
C -0.0610 -2.0570 -5.0086
C 3.2896 1.6430 -0.4467
C -0.6539 -4.5139 0.8185
C -1.7801 1.0758 -3.5330
C -1.2201 2.2640 4.0715
C 1.8311 -0.6321 -5.4220
C 0.8851 -2.7970 -0.6832
C 0.2863 -2.1396 -3.6678
C -0.0816 -2.2732 0.1688
C -0.4105 1.1242 -2.7931
C 2.1799 -0.7056 -4.0845
C 1.4172 -1.4737 -3.2032
C -0.8563 -3.1460 0.9255
H 6.1327 -3.4318 -3.0365
H -1.6028 -2.7642 1.6105
H 4.7460 1.3945 0.9244
H -2.1241 4.6787 -1.2463
H 6.2298 2.5863 -2.7804
H 5.7133 -2.8468 1.1838
H 7.0361 -3.6477 -0.7469
H -1.0911 1.8873 5.0762
H 6.6065 1.9610 -0.3853
H 0.4659 -6.0934 -0.1125
H -2.3762 3.9892 4.5988
H 2.4247 -0.0357 -6.1029
H 3.0403 -0.1611 -3.7123
H 3.4736 -1.8572 0.8195
H -1.2571 -5.1878 1.4129
H 3.9020 -2.4691 -3.4048
H 0.4359 -1.2468 -6.9294
H -0.9366 -2.5805 -5.3697
H -0.3235 -2.7137 -2.9807
H -2.5404 4.7980 2.2508
H 2.0204 2.0036 -2.1357
H 1.8633 -4.5515 -1.4597
H 3.8803 2.6004 -3.6343
```

Its spin multiplicity is 1. The charge is +1. For the LUMO energy, the calculation gives -3.7 eV. The energy above the lowest of the compared OMol25 structures with the same formula, charge and spin comes out at 545.7 kJ/mol.

# 2
Below is a structure of composition C32H23CrN2O2, with properties calculated with wB97M-V/def2-TZVPD.

```
60
C32H23CrN2O2 (wB97M-V/def2-TZVPD)
Cr 0.0934 0.7104 1.0712
O -0.1898 1.9557 -0.4727
O -0.5856 -1.8218 0.2843
N 2.0677 0.8568 0.5525
N 1.3767 -0.1165 -0.1181
C 2.1286 4.5511 -1.4650
C -3.1327 2.5025 6.2323
C -2.2167 1.8861 3.9825
C -1.7428 3.6968 2.3338
C -3.8417 3.7310 3.4931
C -3.5109 0.8087 7.9025
C 0.9505 -3.6815 0.6293
C 4.4340 4.9642 -0.6798
C 1.7158 -1.4200 0.1837
C 2.2745 -4.1165 0.7078
C 0.6751 -2.3565 0.3626
C -3.0442 -0.1536 7.0136
C -2.5985 3.1090 3.2829
C 5.5373 4.5740 0.0310
C -2.6843 1.5401 5.3085
C -1.3420 0.9943 3.3307
C -2.0909 4.8494 1.6583
C 3.2769 2.8990 -0.0673
C -3.3137 5.4620 1.9021
C -1.6682 -2.6793 0.5478
C -3.5392 2.1387 7.5024
C 3.2819 4.1515 -0.7500
C 3.0299 -1.8792 0.2569
C 3.3064 -3.2159 0.5153
C -2.6340 0.2018 5.7446
C 0.9889 3.7956 -1.4480
C 4.4425 2.5113 0.6406
C -4.1863 4.8874 2.8174
C -0.5085 0.1993 2.8766
C 0.9319 2.5905 -0.7008
C 2.1154 2.0962 -0.1148
C 5.5382 3.3296 0.6942
H -1.3999 5.2676 0.9369
H -3.8704 2.9017 8.1968
H -3.8357 0.5256 8.8956
H 3.8241 -1.1589 0.1096
H 4.3363 -3.5496 0.5667
H -2.2618 -0.5472 5.0576
H 2.1558 5.4864 -2.0148
H -2.5658 -2.0740 0.4419
H 6.4065 5.2187 0.0888
H -3.5921 6.3709 1.3842
H -4.5585 3.2717 4.1610
H -5.1533 5.3430 2.9967
H 4.4310 5.9188 -1.1965
H 6.4180 3.0243 1.2486
H 0.1505 -4.3900 0.8006
H 4.4310 1.5573 1.1514
H -1.6280 -3.0788 1.5658
H 2.4851 -5.1547 0.9321
H -3.1190 3.5484 5.9588
H 0.0859 4.1197 -1.9540
H -2.9970 -1.1906 7.3234
H -0.7776 3.2529 2.1394
H -1.7017 -3.5091 -0.1653
```

Its expectation value of S² is 6.40. Its spin multiplicity is 5. The charge is -1. For the LUMO energy (alpha / beta), the calculation gives 2.7 / 1.3 eV. The energy above the lowest of the compared OMol25 structures with the same formula, charge and spin comes out at 36.6 kJ/mol.

# 3
Below is a structure of composition C32H24AlN4O6S, with properties calculated with wB97M-V/def2-TZVPD.

```
68
C32H24AlN4O6S (wB97M-V/def2-TZVPD)
S -0.2078 -2.5748 1.8390
Al 0.5523 -1.2064 -1.1020
O 5.0580 3.0706 -4.0524
O 3.5259 2.8979 -5.7199
O 0.2992 -3.7546 2.4902
O 0.3877 -1.9565 -2.7272
O 0.7681 -1.5913 -4.9061
O -1.5655 -2.5217 1.3948
N 2.5047 -2.0599 -0.6927
N -0.8978 -0.2344 -0.7029
N 1.5990 0.2102 -2.0069
N 0.7335 -2.2211 0.5633
C 0.8867 -1.2907 -3.7434
C 0.0458 -1.2201 2.9512
C -0.6523 -0.0415 2.7362
C -5.4104 -1.5732 -0.7224
C 2.2685 1.2566 -1.5165
C -5.2806 -2.3921 -1.8350
C -2.7617 4.3419 0.3092
C -1.3809 2.3750 0.3500
C -0.4372 1.0389 3.5770
C -3.5233 2.3025 -0.7168
C -3.7249 3.6393 -0.3976
C 2.9561 -3.1271 1.3931
C 2.3864 0.7344 -4.1944
C 4.0057 2.6905 -4.5941
C 4.7243 -2.7007 -0.2019
C 1.6611 -0.0508 -3.3246
C -2.3518 1.6504 -0.3390
C 3.0552 2.0524 -2.3203
C -1.5839 3.7040 0.6803
C 2.0774 -2.5196 0.4922
C 1.1453 -0.2430 4.8383
C 4.2836 -3.2048 1.0195
C 0.9402 -1.3313 4.0055
C -2.0611 0.2190 -0.7270
C 3.7863 -2.1284 -1.0364
C -3.0903 -1.4839 -2.2397
C 0.7053 2.1319 5.5412
C -3.2226 -0.6450 -1.1372
C 0.4654 0.9557 4.6336
C 3.1247 1.8000 -3.6876
C -4.3900 -0.6967 -0.3820
C -4.1184 -2.3437 -2.5937
H 2.1725 1.4320 -0.4508
H 4.9927 -3.6664 1.6958
H -0.8166 4.2504 1.2156
H -4.6362 4.1333 -0.7109
H -0.9825 1.9600 3.4054
H -0.4554 1.8740 0.6025
H -6.0783 -3.0728 -2.1050
H -2.9188 5.3841 0.5571
H -6.3054 -1.6199 -0.1145
H 1.7355 2.4836 5.4590
H -1.3561 0.0179 1.9178
H 4.0466 -1.7119 -2.0030
H 5.7626 -2.7503 -0.4941
H -4.4920 -0.0637 0.4916
H 1.8417 -0.3273 5.6650
H 2.5996 -3.5282 2.3279
H -2.1694 -1.4701 -2.8098
H -4.0058 -2.9849 -3.4588
H 3.6434 2.8585 -1.9042
H -4.2777 1.7692 -1.2799
H 0.5339 1.8632 6.5849
H 1.4534 -2.2682 4.1747
H 2.3805 0.5179 -5.2532
H 0.0457 2.9621 5.2919
```

Its spin multiplicity is 1. The charge is -1. For the LUMO energy, the calculation gives 2.1 eV. The energy above the lowest of the compared OMol25 structures with the same formula, charge and spin comes out at 0.0 kJ/mol.

# 4
Below is a structure of composition C32H24BaN4O6PS, with properties calculated with wB97M-V/def2-TZVPD.

```
69
C32H24BaN4O6PS (wB97M-V/def2-TZVPD)
Ba -0.4878 -0.5133 0.4709
S -0.9322 -1.8203 2.8191
P -3.0256 -1.9466 0.6134
O -0.7191 -2.5387 1.5584
O -2.6675 3.2350 -0.6739
O -0.0002 -2.1582 3.8621
O 0.2737 -1.8283 -1.2538
O -0.2616 -4.2968 -1.4516
O -1.0882 -0.3878 2.5849
N 1.2889 2.6202 0.4632
N 1.8897 0.0443 -0.3967
N -1.4908 1.1922 -0.7836
N 2.3567 -1.1703 -0.6582
C -3.0885 -3.6164 -0.1050
C -4.8875 0.0400 0.3783
C -2.0754 2.2093 -0.7166
C 2.4665 1.0631 -0.9208
C -6.0066 0.7044 -0.0829
C -6.8957 0.0587 -0.9275
C 3.6532 -5.1677 -0.5045
C 2.0166 2.4075 -0.6373
C -3.0572 -3.6960 -1.4950
C 2.3119 3.4479 -1.5318
C -3.1398 -6.0857 -1.3797
C -2.5786 -2.3119 3.3275
C -4.8480 -2.6420 2.6706
C 0.8086 3.8295 0.6770
C -3.5344 -2.3286 2.3270
C -5.1763 -2.9027 3.9899
C 1.9310 -3.5090 -0.8747
C 1.4295 -5.8730 -1.0556
C -3.0992 -4.7870 0.6398
C 1.0089 -4.5436 -1.1241
C -4.6447 -1.2835 0.0181
C 1.0191 4.9110 -0.1694
C -2.8979 -2.5590 4.6462
C 1.7975 4.7086 -1.2992
C -3.0972 -4.9213 -2.1291
C -6.6639 -1.2547 -1.2956
C 2.7382 -6.1832 -0.7542
C -5.5492 -1.9263 -0.8212
C 3.2454 -3.8486 -0.5619
C 1.4688 -2.1037 -0.9115
C -4.2091 -2.8589 4.9820
C -3.1176 -6.0167 0.0030
H 4.6799 -5.4116 -0.2702
H -0.3423 -3.2979 -1.4232
H 2.9120 3.2557 -2.4089
H 3.2808 0.9368 -1.6450
H -3.0733 -4.7425 1.7188
H -6.2004 -3.1353 4.2470
H -5.6109 -2.6684 1.9053
H -3.1669 -7.0472 -1.8723
H 0.2265 3.9501 1.5814
H 1.9974 5.5239 -1.9837
H -5.3876 -2.9559 -1.1090
H -4.1716 0.5513 1.0108
H -3.0716 -4.9745 -3.2077
H 3.0487 -7.2184 -0.7111
H 0.5839 5.8764 0.0420
H -6.1786 1.7338 0.1924
H -2.1141 -2.5078 5.3861
H -2.9794 -2.7802 -2.0687
H -3.1098 -6.9250 0.5893
H 0.6967 -6.6421 -1.2528
H 3.9382 -3.0449 -0.3702
H -7.3411 -1.7576 -1.9741
H -7.7677 0.5765 -1.3003
H -4.4786 -3.0578 6.0097
```

Its spin multiplicity is 1. The charge is -1. For the LUMO energy, the calculation gives 2.6 eV.

# 5
Below is a structure of composition C32H24BeBrF4N10O4, with properties calculated with wB97M-V/def2-TZVPD.

```
76
C32H24BeBrF4N10O4 (wB97M-V/def2-TZVPD)
Br -7.9925 -1.0909 0.6715
F 3.7071 -2.3595 2.3816
F 2.1281 -2.2358 0.3157
F -0.0371 -6.2135 1.7225
F 1.5473 -6.3414 3.7959
O 1.8003 2.2577 -0.2674
O 0.9064 0.4730 -1.1977
O -1.9210 1.8857 -0.3895
O -1.7317 0.1071 -1.7330
N 3.2840 -6.1099 6.2556
N 0.0750 -0.0753 -3.7134
N -0.3283 -0.3243 1.1741
N 0.0249 4.2910 0.4010
N -0.0647 -2.0299 -1.6589
N 5.0046 -2.4077 5.0920
N 0.5868 4.0272 2.6266
N -0.2863 -0.3130 -5.8741
N -1.9282 -5.6509 -0.6491
N -1.5304 4.7289 2.0440
C -2.3753 0.8649 -0.9042
C 0.0115 -4.0484 -0.0615
C 0.9025 -4.1726 0.9533
C 4.3101 -3.2581 4.7545
C 1.1216 1.2241 -0.1872
C 3.3020 -5.3365 5.4063
C -3.7521 0.3853 -0.5525
C 1.6690 -5.3344 2.9653
C 1.1940 1.1710 2.4160
C 0.5921 0.7577 -5.7570
C 0.8594 -5.2689 1.9054
C 0.8134 0.9010 -4.3899
C 0.3694 0.9589 1.1249
C 3.3915 -4.3102 4.4023
C -4.6758 1.2749 -0.0192
C 0.0068 -2.9137 -0.9428
C 2.2623 2.7144 -4.8337
C -5.3628 -1.3994 -0.3485
C -4.1053 -0.9488 -0.7223
C 2.0298 2.5634 -6.2127
C 1.9608 -3.2044 1.1926
C -0.5584 -0.7591 -4.6346
C 2.6611 -4.3093 3.2652
C 1.6661 1.8925 -3.9011
C -1.0607 -4.9649 -0.3352
C -0.2949 4.3496 1.6794
C 2.7705 -3.2664 2.2509
C -6.2719 -0.4929 0.1738
C -5.9444 0.8442 0.3356
C 1.9973 3.6823 2.3970
C 2.3411 2.1818 2.5114
C 1.1936 1.5827 -6.7025
Be -0.2326 -0.2084 -2.0092
H -1.2331 -1.5799 -4.4396
H -0.6976 4.4344 -0.2865
H 0.0810 -0.9295 1.8720
H 2.5218 3.2328 -6.9067
H -6.6735 1.5356 0.7347
H 0.8409 3.7386 0.1018
H 0.2656 4.0709 3.5779
H 2.9326 3.4961 -4.4997
H -0.4123 1.7206 1.0687
H 2.2718 4.0593 1.4172
H 2.8157 2.0113 3.4806
H -1.3086 -0.2117 1.3922
H 0.4708 1.3749 3.2108
H -3.3883 -1.6352 -1.1554
H 1.6302 0.1986 2.6736
H -0.6657 -0.6904 -6.7245
H 2.5728 4.2506 3.1253
H 1.8477 1.9954 -2.8391
H -1.7445 4.9629 2.9963
H -2.2384 4.8905 1.3511
H -5.6391 -2.4387 -0.4671
H 3.0914 1.9653 1.7535
H 1.0169 1.4645 -7.7640
H -4.3936 2.3123 0.1101
```

Its spin multiplicity is 1. The charge is +1. For the LUMO energy, the calculation gives -5.6 eV. The energy above the lowest of the compared OMol25 structures with the same formula, charge and spin comes out at 0.0 kJ/mol.

# 6
Below is a cluster of 5 separate species, C32H24Br2F4NO19 in total, with properties calculated with wB97M-V/def2-TZVPD.

```
82
C32H24Br2F4NO19 (wB97M-V/def2-TZVPD)
Br -3.3008 -0.6552 4.8277
Br -2.2736 2.2074 3.5674
F 3.5633 0.5623 2.7622
F -4.6054 -0.7822 2.5371
F -4.0737 1.4049 1.8219
F -2.1126 0.7913 1.3142
O -8.8577 -0.7479 10.3879
O 6.1834 0.3462 -7.1054
O 1.6577 -1.7846 4.4763
O 0.7530 0.1545 -1.3449
O 1.6681 1.5286 3.3612
O 3.5177 2.0091 -1.5305
O -8.6487 -1.1185 7.7862
O 2.2963 -0.5095 -3.3821
O 2.1988 -2.7634 -9.2307
O -1.5139 -2.3720 -5.3921
O -3.9666 -1.1384 7.9460
O 4.3109 6.6480 -3.9295
O -0.1131 -0.8900 5.5083
O 6.6283 -1.2217 -9.1919
O 3.7739 4.5586 -5.4558
O -4.1723 -0.8459 10.5841
O 1.7369 -1.1333 -7.1984
O 3.9745 4.1251 0.0072
O -3.0733 -1.6509 -3.3767
N 0.8503 -1.2612 2.0408
C -7.6363 -0.8457 9.8695
C -3.3088 -0.5612 2.9007
C -1.7786 -1.3515 -3.3055
C -0.9546 -1.7804 -4.4854
C -7.5885 -1.0458 8.3821
C -6.2909 -1.1374 7.7410
C -5.1725 -1.0626 8.4792
C -2.9635 0.8799 2.3251
C 3.9516 4.2935 -1.3050
C 0.5320 -1.2473 4.5011
C -0.1062 -1.0405 3.1116
C 5.4939 -1.2446 -8.7546
C 0.4643 -1.4656 -4.4868
C 4.1593 5.4848 -1.8851
C 3.2069 -2.0303 -8.7757
C -5.2201 -0.8876 9.9719
C 4.1187 5.6050 -3.3315
C 2.8800 -1.1347 -7.6159
C 2.2203 0.7383 2.6352
C 3.6148 3.1852 -3.5659
C 3.9415 -0.3218 -7.0490
C 3.8189 4.3758 -4.1405
C -6.5253 -0.7737 10.6099
C 1.5308 -0.0949 1.5641
C 5.1710 -0.3692 -7.5773
C 3.6779 3.0595 -2.1176
C 1.0055 -0.8262 -3.4435
C -1.2380 -0.7127 -2.2615
C 4.4353 -2.0754 -9.3067
C -2.4835 -1.6596 2.2570
C -1.2157 -2.1126 2.9765
C 0.1883 -0.4157 -2.2546
H 1.0455 -1.7629 -5.3453
H 3.9583 5.5057 -5.5979
H -3.1499 -2.5138 2.2254
H 1.4941 -2.0008 2.2764
H 3.4001 2.2930 -4.1377
H 1.4286 -2.5397 -8.6742
H 2.4250 -0.0597 -2.5207
H -0.5023 -0.0416 3.0037
H -9.4692 -0.8360 9.6329
H 2.3071 -0.4362 0.8865
H -0.8087 -2.9232 2.3857
H 4.3592 6.3792 -1.3129
H -3.3281 -1.0590 8.6796
H 3.6962 0.3038 -6.2024
H -3.1925 -2.1096 -4.2280
H -1.4259 -2.5338 3.9478
H 0.9026 0.5730 0.9956
H -1.8201 -0.3981 -1.4059
H 3.7964 3.1794 0.1727
H -2.2633 -1.4229 1.2255
H -6.2664 -1.2642 6.6674
H 6.9510 0.1271 -7.6654
H 4.6823 -2.7138 -10.1429
H -6.5498 -0.6321 11.6810
```

Its spin multiplicity is 1. The charge is -1. For the LUMO energy, the calculation gives -0.6 eV.

Number 1: strongest force on any atom 2.63 eV/A. Number 2: strongest force on any atom 2.06 eV/A. Number 3: strongest force on any atom 0.34 eV/A. Number 4: strongest force on any atom 6.62 eV/A. Number 5: strongest force on any atom 0.66 eV/A. Number 6: strongest force on any atom 2.50 eV/A.